1.
9
Properties=species:S:1:pos:R:3:forces:R:3:mulliken_charge:R:1 method="wB97M-V/def2-TZVPD" lumo_ha=0.00044 homo_lumo_gap_ha=0.367 e_above_lowest_ev=1.220 multiplicity=1 smiles=C[Si](O)(Cl)Cl max_force_ev_per_a=3.4
C -0.171363 0.372275 -0.580671 -0.55 -0.52 0.25 -0.93
Si -1.045270 -1.270414 -0.266733 1.78 -0.04 -2.88 0.73
O -0.597839 -2.098234 1.036721 0.00 -0.22 0.07 -0.42
Cl -0.496729 -2.292835 -2.638880 -0.41 0.90 2.68 -0.48
Cl -3.008245 -1.424253 -0.369895 -0.83 0.13 0.00 -0.16
H 0.899670 0.287042 -0.430477 0.16 -0.22 0.08 0.30
H -0.326668 0.684986 -1.605734 -0.14 -0.13 -0.22 0.28
H -0.543541 1.159585 0.067723 -0.12 0.05 0.23 0.32
H 0.222124 -1.985540 1.521117 0.12 0.04 -0.21 0.35

---

2.
9
Properties=species:S:1:pos:R:3:forces:R:3:mulliken_charge:R:1 method="wB97M-V/def2-TZVPD" lumo_ha=0.01335 homo_lumo_gap_ha=0.416 e_above_lowest_ev=0.636 multiplicity=1 smiles=C[Si](O)(Cl)Cl max_force_ev_per_a=4.7
C -1.009567 0.300015 -0.834776 0.23 -2.51 4.00 -1.00
Si 0.599073 -0.197901 0.102868 -0.47 2.09 2.06 0.74
O 0.408154 -0.450466 1.766808 -0.15 0.98 -2.04 -0.50
Cl 1.628009 1.838655 0.052461 -0.84 -2.27 0.04 -0.33
Cl 1.777170 -1.659824 -0.637935 0.09 -0.04 -0.27 -0.21
H -1.537220 -0.425012 -1.397732 -0.30 -0.77 -0.52 0.34
H -1.655398 0.719898 -0.045038 0.13 -0.27 -0.22 0.27
H -0.675396 1.074501 -1.360054 1.12 3.16 -2.67 0.35
H 0.465174 -1.199870 2.353401 0.20 -0.38 -0.36 0.33

---

3.
9
Properties=species:S:1:pos:R:3:forces:R:3:mulliken_charge:R:1 method="wB97M-V/def2-TZVPD" lumo_ha=0.01458 homo_lumo_gap_ha=0.358 e_above_lowest_ev=3.037 multiplicity=1 smiles=CO[SiH](Cl)Cl max_force_ev_per_a=5.6
C -1.397938 -0.199553 0.481862 2.35 4.58 0.95 -0.60
O -0.221703 -0.896612 0.194980 2.85 0.11 -2.41 -0.47
Si 1.405694 0.024293 -0.659645 -5.11 -2.04 1.20 0.65
Cl 2.764695 -1.231407 0.080420 0.45 -0.10 -0.33 -0.13
Cl 1.475795 1.823046 0.232843 0.20 0.29 -0.15 -0.17
H -1.632689 0.599264 -0.268105 0.17 -0.52 0.12 0.22
H -1.057275 0.412494 1.392588 -1.34 -0.46 -0.73 0.23
H -2.353902 -0.605736 0.694785 -0.37 -1.83 0.13 0.30
H 1.017326 0.074208 -2.149726 0.80 -0.03 1.23 -0.03

---

4.
9
Properties=species:S:1:pos:R:3:forces:R:3:mulliken_charge:R:1 method="wB97M-V/def2-TZVPD" total_charge=+1 lumo_ha="-0.18799 / -0.22285" homo_lumo_gap_ha="0.344 / 0.305" e_above_lowest_ev=4.282 multiplicity=1 max_force_ev_per_a=5.8
C -0.363881 0.453326 0.714725 -0.25 -0.14 -4.86 0.40
N 0.100690 0.009116 1.763619 -0.50 0.43 3.89 -0.21
N 0.404572 -0.671585 -1.250830 2.87 4.99 0.81 -0.25
O -0.091392 -0.024418 -2.293146 -0.60 -1.60 0.67 -0.22
Cl -1.205518 1.775124 0.327857 -0.47 0.57 0.25 0.02
H 0.591659 -0.821850 1.661230 1.33 -1.93 0.17 0.28
H -0.133906 0.290388 2.743317 0.32 0.15 -0.96 0.28
H 0.059667 -1.540804 -1.069499 -2.80 -2.91 -0.05 0.29
H 0.638108 0.530703 -2.597273 0.10 0.44 0.08 0.42

---

5.
9
Properties=species:S:1:pos:R:3:forces:R:3:mulliken_charge:R:1 method="wB97M-V/def2-TZVPD" lumo_ha=0.00481 homo_lumo_gap_ha=0.311 e_above_lowest_ev=1.388 multiplicity=1 smiles="[H]/N=C(/N)NCl" max_force_ev_per_a=8.6
H -1.107402 -1.666048 -0.165236 0.31 0.16 -0.47 0.19
N -0.089848 -1.566956 -0.202743 2.17 6.29 1.15 -0.66
C 0.198841 -0.119837 -0.083576 -2.58 -8.22 -0.54 0.51
N 1.539586 0.272231 0.112078 -2.77 1.19 -0.63 -0.45
N -0.917536 0.703268 -0.243324 0.86 -0.47 0.36 -0.28
Cl -2.576375 0.216988 -0.121738 1.54 0.10 -0.04 -0.08
H 2.157835 -0.515501 0.125709 0.00 -0.28 0.27 0.27
H 1.657653 0.998081 0.810680 0.27 -0.31 -0.23 0.23
H -0.862758 1.677775 -0.231846 0.20 1.53 0.13 0.26

---

6.
8
Properties=species:S:1:pos:R:3:forces:R:3:mulliken_charge:R:1 method="wB97M-V/def2-TZVPD" lumo_ha=0.02412 homo_lumo_gap_ha=0.390 e_above_lowest_ev=2.401 multiplicity=1 max_force_ev_per_a=6.5
C -0.072861 0.172631 0.113624 -0.25 -1.04 6.38 0.08
N 0.862667 -0.576289 -0.479028 1.43 -0.75 -1.11 -0.44
O -0.028279 1.478780 -0.136657 -2.39 1.44 0.56 -0.43
Cl -1.844977 -0.473835 -0.013440 0.44 0.31 -0.10 -0.27
H 0.316947 -0.211022 1.554476 -1.58 1.57 -3.46 0.17
H 0.616033 -0.889191 -1.381575 -0.16 -0.05 -1.54 0.24
H 1.030751 -1.382398 0.072229 0.37 -0.64 0.34 0.29
H -0.880283 1.881322 0.270370 2.13 -0.84 -1.05 0.37

---

7.
8
Properties=species:S:1:pos:R:3:forces:R:3:mulliken_charge:R:1 method="wB97M-V/def2-TZVPD" lumo_ha=0.02713 homo_lumo_gap_ha=0.409 e_above_lowest_ev=0.594 multiplicity=1 smiles="NC=O.Cl" max_force_ev_per_a=4.3
N 0.292166 0.038349 1.885652 -2.07 -2.78 -2.51 -0.38
C 0.450506 0.511140 0.599359 -0.35 0.46 -0.45 0.13
O -0.119374 0.181114 -0.432833 0.36 -0.40 1.43 -0.53
H -0.279463 -0.923689 1.960602 1.96 3.26 0.37 0.28
H 0.842787 0.512508 2.566082 0.08 -0.45 0.79 0.24
H 1.169797 1.352190 0.549526 -0.02 -0.11 0.25 0.27
Cl -1.338707 -1.121957 -4.140057 0.30 0.55 1.08 -0.28
H -1.017711 -0.549655 -2.988330 -0.26 -0.52 -0.97 0.28

---

8.
10
Properties=species:S:1:pos:R:3:forces:R:3:mulliken_charge:R:1 method="wB97M-V/def2-TZVPD" total_charge=-1 lumo_ha=0.14293 homo_lumo_gap_ha=0.331 e_above_lowest_ev=0.631 multiplicity=1 smiles="CN[P@](=O)([O-])Cl" max_force_ev_per_a=7.1
C 1.190141 0.157793 -0.304571 1.14 -3.48 -0.18 -1.05
N 0.281253 -0.464364 0.674957 1.48 -0.53 -1.69 -0.40
P -1.263055 -0.429837 -0.022491 -3.77 -0.48 6.01 0.92
O -2.332981 -1.051235 0.901726 2.61 1.08 -1.59 -0.72
O -1.317643 -0.637246 -1.444132 0.91 -0.35 -2.44 -0.63
Cl -1.617874 1.721992 0.281497 0.02 0.11 -0.18 -0.46
H 1.064763 -0.258899 -1.290486 -0.66 0.41 -0.41 0.33
H 1.062359 1.147436 -0.194825 -0.29 3.84 -0.60 0.43
H 2.237367 -0.067712 -0.140110 0.41 -0.22 0.77 0.31
H 0.695671 -0.117924 1.538431 -1.84 -0.37 0.32 0.27

---

9.
10
Properties=species:S:1:pos:R:3:forces:R:3:mulliken_charge:R:1 method="wB97M-V/def2-TZVPD" total_charge=-1 lumo_ha=0.14240 homo_lumo_gap_ha=0.319 e_above_lowest_ev=1.127 multiplicity=1 smiles="N[P@@](=O)([O-])CCl" max_force_ev_per_a=3.7
N -0.015703 0.391237 -1.627437 1.42 -0.68 -0.41 -0.61
P -0.739401 -0.343327 -0.273236 -1.12 -1.55 1.57 0.79
O -2.131415 0.102702 0.106840 1.34 0.63 -0.73 -0.73
O -0.514084 -1.822667 -0.489391 0.42 1.16 -0.03 -0.74
C 0.492894 0.182901 1.150992 -3.63 0.47 -0.42 -0.48
Cl 0.249329 -1.063452 2.412971 0.44 0.42 0.33 -0.22
H 0.127028 1.383730 -1.716893 -0.22 0.22 0.31 0.23
H 0.905975 -0.102517 -1.744116 -1.39 0.71 -0.10 0.24
H 1.390182 0.049929 0.645035 2.07 0.03 -0.12 0.24
H 0.235195 1.221464 1.535234 0.67 -1.42 -0.40 0.27

---

10.
10
Properties=species:S:1:pos:R:3:forces:R:3:mulliken_charge:R:1 method="wB97M-V/def2-TZVPD" lumo_ha="-0.03574 / -0.03573" homo_lumo_gap_ha="0.300 / 0.300" e_above_lowest_ev=0.000 multiplicity=1 smiles="CP(Cl)#[PH]N=O" max_force_ev_per_a=3.7
C 1.675730 -0.573557 0.047494 0.00 1.79 -1.34 -1.02
P 0.021356 -0.695272 -0.766858 0.35 0.87 -0.19 0.19
Cl -0.573707 -2.198058 0.404598 -0.74 -1.53 0.68 -0.20
P -0.948184 0.851873 0.469396 1.84 0.43 0.42 0.06
N -2.587796 0.633075 0.069895 -2.40 2.35 -1.50 0.08
O -3.195956 1.661774 -0.302739 1.13 -2.28 0.82 -0.32
H 2.063184 -1.531305 -0.186563 0.72 -1.02 0.54 0.34
H 1.668429 -0.207717 1.048394 -0.27 -0.71 1.11 0.39
H 2.348276 0.152595 -0.413389 -0.17 0.02 -0.65 0.37
H -0.471328 1.906596 -0.370226 -0.46 0.09 0.12 0.11

---

11.
8
Properties=species:S:1:pos:R:3:forces:R:3:mulliken_charge:R:1 method="wB97M-V/def2-TZVPD" lumo_ha=0.02849 homo_lumo_gap_ha=0.312 e_above_lowest_ev=4.158 multiplicity=1 max_force_ev_per_a=11.5
C -0.921960 -0.822404 -1.118834 -1.62 -0.90 -1.08 -0.15
H -2.166892 0.750896 -1.462767 0.06 -0.22 0.04 0.20
H -2.484676 -0.641045 -2.445171 0.04 0.05 -0.11 0.22
H -0.768438 -1.842058 -1.486926 -0.01 0.11 -0.14 0.28
H 0.486282 0.052043 1.964457 0.72 0.42 0.48 0.32
N -1.938113 -0.199503 -1.727235 0.07 0.08 -0.14 -0.31
S 0.030593 -0.186869 0.052537 -6.71 -4.18 -6.54 -0.40
Cl 1.384870 0.647119 1.258441 7.46 4.65 7.49 -0.17

---

12.
8
Properties=species:S:1:pos:R:3:forces:R:3:mulliken_charge:R:1 method="wB97M-V/def2-TZVPD" lumo_ha=0.03426 homo_lumo_gap_ha=0.469 e_above_lowest_ev=0.165 multiplicity=1 smiles=C[SiH](F)F max_force_ev_per_a=3.2
C 0.267858 -0.913844 0.358811 2.00 1.49 0.75 -1.04
Si -0.121625 0.816750 -0.285991 -2.08 0.04 0.81 0.73
F 0.717012 2.036400 0.359434 -0.21 -0.91 -0.28 -0.28
F -1.702209 1.089803 0.069952 1.08 -0.11 0.18 -0.31
H -0.260717 -1.358374 1.206930 0.51 0.97 0.65 0.35
H -0.039949 -1.615687 -0.320080 -0.89 -1.47 -2.65 0.34
H 1.390777 -1.067300 0.343209 -1.17 0.15 0.67 0.31
H -0.251147 1.012253 -1.732265 0.76 -0.16 -0.13 -0.09